C31H18Cl6N5O3RhS2 as an isolated structure in a non-equilibrium geometry, computed with wB97M-V/def2-TZVPD.

The geometry in XYZ format:
```
66
Properties=species:S:1:pos:R:3:forces:R:3
Rh -1.556753 -0.116556 -0.242233 1.086 -0.044 0.508
Cl 0.933347 6.242644 3.233167 0.159 0.198 0.154
C 0.006947 5.057044 2.383967 -0.235 -0.184 -0.119
C -1.264453 5.394244 1.918167 0.118 -0.068 0.053
C -1.938353 4.462044 1.153267 -0.083 -0.495 0.255
C -1.401153 3.212444 0.890267 0.415 0.751 0.928
O -2.031753 2.369244 0.000167 -0.320 -0.102 -0.270
C -0.221453 2.770344 1.561367 -0.311 -0.010 -0.385
C 0.241047 1.449444 1.752567 0.893 0.662 0.464
N -0.413653 0.311744 1.547367 -1.017 -0.840 -0.987
C -0.061853 -0.873656 2.131967 0.412 -0.004 0.509
C 1.031847 -1.069956 2.988867 -0.418 0.483 -0.499
C 1.303847 -2.311956 3.548267 -0.209 -0.623 0.047
C 0.499147 -3.400456 3.307967 0.366 0.133 0.242
C -0.621353 -3.266256 2.469667 -0.131 0.329 -0.238
C -1.479653 -4.343456 2.169867 -0.214 0.183 -0.258
C -2.532053 -4.157856 1.312167 0.187 -0.257 0.298
C -2.729353 -2.895156 0.754267 0.123 0.348 0.261
N -1.958453 -1.865256 1.039967 -0.464 -0.171 -0.431
C -0.905253 -2.010356 1.869267 0.314 -0.496 0.500
C 0.510447 3.792944 2.223967 -0.106 0.090 -0.094
H -1.693353 6.360344 2.117967 -0.010 0.149 0.008
H -2.900253 4.709944 0.728067 -0.073 0.080 -0.024
H 1.197647 1.400444 2.272267 -0.118 0.014 0.020
H 1.694447 -0.251156 3.218867 0.004 0.090 0.013
H 2.167947 -2.416356 4.188067 0.066 -0.017 0.083
H 0.707247 -4.359456 3.755967 0.055 -0.113 0.044
H -1.281253 -5.310356 2.610767 0.004 -0.070 0.016
H -3.188653 -4.971356 1.046267 -0.058 -0.038 -0.021
H -3.541353 -2.722456 0.060467 0.006 0.017 -0.086
H 1.467047 3.542044 2.656067 0.064 -0.032 0.079
Cl -1.115353 5.032344 -1.488933 0.084 -0.078 -0.223
C -2.467253 4.011544 -1.802233 0.262 -0.087 0.197
C -2.708453 2.834744 -1.071633 -0.548 -0.151 -0.615
C -3.717253 1.973344 -1.566233 0.591 0.911 -0.049
Cl -3.836153 0.414744 -0.870133 -0.943 -0.355 0.185
C -4.539153 2.322644 -2.628533 0.165 0.124 0.085
Cl -5.777753 1.259644 -3.131333 -0.118 -0.132 -0.078
C -4.352953 3.544844 -3.269433 0.302 0.082 0.202
Cl -5.371653 4.011744 -4.561433 -0.093 -0.010 -0.065
C -3.294953 4.365944 -2.866733 -0.374 -0.289 -0.142
Cl -3.004753 5.820444 -3.719633 -0.021 0.097 -0.060
N 5.859347 -3.515156 -0.098833 0.276 -0.069 0.158
C 4.584847 -3.242156 -0.515433 -0.350 -0.016 -0.150
C 4.237247 -3.389456 -1.863033 0.010 0.022 0.085
C 2.936547 -3.196756 -2.274233 -0.005 -0.039 0.000
C 1.974147 -2.847256 -1.344933 -0.730 0.020 -0.396
C 2.296147 -2.675356 -0.012333 0.101 -0.049 0.049
C 3.596047 -2.871056 0.404167 -0.056 0.042 -0.069
S 0.285347 -2.638156 -1.864933 -0.313 0.459 0.164
O 0.210947 -2.762856 -3.294433 0.380 -0.026 -0.012
O -0.566353 -3.473256 -1.066333 0.132 -0.014 0.113
N -0.111653 -1.087056 -1.441033 -0.893 -1.815 0.617
C 0.539147 -0.034656 -1.905433 1.574 1.034 -1.120
S 2.057547 -0.069256 -2.778233 -0.332 0.633 0.195
C 2.027147 1.664944 -2.785933 -0.103 -0.027 0.046
C 0.913847 2.126844 -2.166233 0.837 0.156 -0.417
N 0.084247 1.177144 -1.680033 -0.726 -0.756 0.240
H 6.585147 -3.568956 -0.792033 0.008 0.055 0.095
H 6.133047 -3.206056 0.817467 0.080 0.013 -0.089
H 4.999847 -3.659356 -2.576633 0.096 -0.072 -0.131
H 2.645547 -3.306256 -3.306533 0.035 -0.028 -0.157
H 1.520647 -2.390356 0.679067 -0.013 0.031 0.238
H 3.855147 -2.741656 1.443967 0.014 0.005 0.162
H 2.827447 2.220444 -3.230033 0.112 0.173 -0.133
H 0.653747 3.160844 -2.040833 0.057 0.190 0.004
```
Positions in Å, forces in eV/Å.

Output
Total energy ... -5359.6291 a.u.
Energy above the lowest of the compared OMol25 structures with the same formula, charge and spin ... 10.22 kcal/mol
Spin multiplicity ... 5
Total charge ... 0
Highest occupied orbital energy (spin up / spin down) ... -5.7 / -7.7 eV
Gap between HOMO and LUMO (spin up / spin down) ... 5.619 / 6.686 eV

=====

C31H18MnN5O8 as an isolated structure, computed with wB97M-V/def2-TZVPD.

The geometry in XYZ format:
```
63
Properties=species:S:1:pos:R:3:forces:R:3
Mn -0.578944 -0.248317 0.826364 0.243 0.090 -0.403
O 4.523080 -5.282120 1.265381 0.008 0.006 0.000
C 4.161680 -4.571023 2.217540 -0.017 -0.015 0.000
O 4.497952 -4.560295 3.414701 0.006 0.011 0.001
C 3.081409 -3.515388 1.851819 0.007 0.000 0.008
C 2.521156 -2.708036 2.830799 0.009 -0.008 -0.016
C 1.518437 -1.821183 2.481984 0.157 -0.047 -0.054
N 1.085263 -1.698737 1.224111 -0.045 -0.063 0.055
C 1.624923 -2.461840 0.272105 -0.118 -0.001 -0.053
C 2.622222 -3.383763 0.551332 -0.023 -0.010 -0.028
C 1.042110 -2.267486 -1.085492 -0.036 -0.057 0.079
C 1.620519 -2.831804 -2.215555 -0.020 -0.036 0.009
C 1.046040 -2.596273 -3.451080 -0.027 -0.006 -0.003
C -0.098302 -1.819211 -3.522199 0.032 -0.005 -0.007
C -0.612923 -1.294579 -2.350405 0.025 0.066 -0.011
N -0.060485 -1.505830 -1.155918 0.086 0.015 0.096
C 0.810827 -0.977792 3.471476 -0.048 -0.039 0.115
C 1.340257 -0.678370 4.719795 0.003 -0.001 0.031
C 0.595664 0.100643 5.586680 0.013 -0.008 0.006
C -0.651493 0.555910 5.189451 -0.014 -0.006 -0.003
C -1.099397 0.220328 3.924631 -0.001 0.039 -0.005
N -0.386394 -0.530651 3.089168 -0.160 0.105 0.066
H 2.875499 -2.834780 3.844581 -0.014 -0.007 0.005
H 3.054088 -4.037286 -0.193348 0.008 0.017 -0.004
H 2.529013 -3.408991 -2.129404 -0.007 0.021 -0.007
H 1.499595 -3.000920 -4.346239 0.005 -0.001 0.003
H -0.574800 -1.592649 -4.465510 -0.007 -0.007 0.003
H -1.476453 -0.647539 -2.363265 -0.004 -0.013 0.010
H 2.321862 -1.036408 4.993924 0.000 0.000 -0.002
H 0.990384 0.356612 6.561491 0.002 0.002 0.000
H -1.260188 1.173426 5.834510 -0.002 -0.002 0.002
H -2.052115 0.567183 3.544838 0.002 0.005 -0.005
O -2.734751 0.208063 1.208594 0.064 -0.223 0.400
C -2.898584 0.872011 0.172065 -0.056 0.099 -0.258
N -1.951839 0.962190 -0.771339 -0.197 -0.001 0.003
C -2.456777 1.705277 -1.826772 0.058 0.062 0.109
O -1.912080 1.921667 -2.886664 0.023 -0.001 -0.039
C -3.848041 2.173464 -1.450911 -0.013 -0.037 0.000
C -4.764513 2.953714 -2.119161 -0.004 -0.011 0.000
C -5.989050 3.180881 -1.491398 0.002 0.002 0.002
C -6.269871 2.634093 -0.243212 -0.001 0.002 -0.001
C -5.334170 1.842931 0.422059 0.012 0.010 0.002
C -4.127513 1.632700 -0.208694 0.022 0.063 -0.029
H -4.536264 3.370888 -3.091336 0.000 0.000 0.000
H -6.736818 3.792509 -1.980608 0.000 0.001 0.001
H -7.230300 2.829730 0.216716 -0.002 -0.001 -0.001
H -5.541795 1.413892 1.393494 -0.002 -0.001 0.002
O 0.318568 3.686880 0.770704 0.019 -0.046 -0.008
C 0.600666 2.527197 0.505689 -0.108 0.035 -0.059
O 0.389147 1.500949 1.250335 0.036 -0.068 0.005
C 1.253524 2.228798 -0.835267 0.027 0.011 0.001
C 1.033496 3.084172 -1.907255 0.006 0.015 0.009
C 1.567426 2.811075 -3.157964 -0.015 -0.002 -0.012
C 2.349814 1.685361 -3.350120 -0.037 -0.012 -0.025
C 2.582233 0.859759 -2.263814 0.031 -0.003 -0.005
C 2.048948 1.105342 -1.011256 -0.032 -0.031 -0.003
N 3.417521 -0.333694 -2.458027 0.002 0.008 0.013
O 3.668077 -0.675348 -3.601225 0.042 0.017 0.014
O 3.796391 -0.931689 -1.470453 0.044 0.053 -0.028
H 0.422085 3.960319 -1.738723 -0.011 -0.006 -0.003
H 1.359393 3.467844 -3.992157 0.008 0.006 0.006
H 2.771560 1.435923 -4.312188 0.006 0.006 0.002
H 2.243027 0.430272 -0.189376 0.012 0.009 0.010
```
Positions in Å, forces in eV/Å.

Output
Total energy ... -3219.0540 a.u.
Energy above the lowest of the compared OMol25 structures with the same formula, charge and spin ... 9.27 kcal/mol
Spin multiplicity ... 6
Total charge ... -1
Highest occupied orbital energy (spin up / spin down) ... -5.7 / -5.7 eV
Gap between HOMO and LUMO (spin up / spin down) ... 7.565 / 7.512 eV

=====

C31H19BrCl5F3N2O2V as an isolated structure, computed with wB97M-V/def2-TZVPD.

The geometry in XYZ format:
```
64
Properties=species:S:1:pos:R:3:forces:R:3
V 0.659489 -0.159652 -0.334349 -0.104 0.174 0.023
Cl 3.326242 -1.468834 -0.229903 0.052 -0.036 0.010
C 3.612681 0.194454 -0.718750 -0.030 0.005 -0.030
C 2.479676 0.968919 -0.900364 -0.072 -0.091 0.051
C 2.724690 2.266920 -1.332418 -0.024 0.062 -0.007
Cl 1.369807 3.314008 -1.634157 0.026 -0.019 -0.009
C 4.011984 2.766663 -1.534643 0.005 -0.008 0.001
Cl 4.267947 4.400351 -2.054841 -0.003 -0.003 -0.004
C 5.116482 1.944830 -1.313466 -0.024 -0.007 0.011
Cl 6.723906 2.544527 -1.552033 0.003 0.003 -0.005
C 4.916908 0.630629 -0.902073 0.035 -0.010 -0.009
Cl 6.270579 -0.419065 -0.634201 -0.017 0.019 -0.005
C -1.685815 -0.333767 2.942062 0.024 -0.001 -0.014
C -0.292533 -0.710642 3.450735 0.020 0.008 0.004
C 0.762848 -0.054721 2.681765 -0.058 -0.002 -0.045
N 1.581641 0.434814 2.039235 0.071 0.011 0.074
H -2.436038 -0.880002 3.515712 0.002 -0.013 -0.006
H -1.782795 -0.596454 1.889151 -0.015 0.013 0.007
H -1.868312 0.733597 3.047200 -0.010 0.018 0.009
H -0.115458 -1.783299 3.344378 -0.021 -0.010 0.009
H -0.165793 -0.433653 4.500182 0.009 0.012 -0.004
Br -3.737186 -0.785330 -1.186175 0.008 0.016 0.011
C -2.742651 -0.966153 -2.778547 -0.003 0.004 0.009
C -3.337198 -1.467928 -3.898273 -0.001 -0.007 -0.028
C -2.580530 -1.812694 -5.030869 0.004 0.006 0.030
C -1.170635 -1.756744 -4.883126 -0.010 0.004 -0.008
C -0.608779 -1.264691 -3.753681 -0.006 -0.010 -0.006
N -1.370319 -0.724600 -2.715125 0.069 0.061 0.011
H -4.407473 -1.623106 -3.870549 -0.001 0.000 -0.003
H -3.049727 -2.186644 -5.928864 -0.004 0.003 -0.002
H -0.511145 -2.120662 -5.661338 -0.001 -0.001 0.000
H 0.455065 -1.204295 -3.581599 0.002 -0.004 0.006
C -0.686782 -0.068055 -1.671977 -0.068 -0.141 -0.037
C -0.961453 0.934749 -0.780456 0.099 0.005 0.021
C -1.827473 2.014820 -0.529508 -0.045 0.023 -0.086
C -1.805910 2.564066 0.837952 -0.039 -0.046 0.036
C -2.978633 2.804691 1.578312 0.028 0.000 -0.048
C -2.941990 3.264000 2.886184 0.017 0.005 0.020
C -1.726265 3.493851 3.522038 -0.016 0.014 0.004
C -0.552392 3.252336 2.814492 0.000 -0.012 -0.003
C -0.593698 2.802374 1.504685 0.016 0.008 0.014
C -2.635074 2.649526 -1.549974 0.018 -0.018 -0.026
C -3.453521 3.788992 -1.327639 0.026 -0.037 0.031
C -4.193244 4.381612 -2.335735 -0.016 0.017 0.006
C -4.161723 3.900768 -3.640324 0.015 -0.014 -0.002
C -3.316128 2.826759 -3.903878 -0.019 0.013 -0.037
C -2.569537 2.233598 -2.904515 0.012 -0.007 0.050
H -3.933288 2.579497 1.118147 -0.021 0.023 -0.009
H -3.871333 3.421459 3.424752 -0.006 -0.002 -0.008
H -1.694836 3.849448 4.545793 0.001 -0.003 0.002
H 0.410156 3.417403 3.287504 0.004 -0.004 -0.005
H 0.327208 2.613175 0.968949 -0.002 0.003 0.011
H -3.493874 4.231487 -0.342917 -0.011 -0.001 0.043
H -4.805317 5.246411 -2.094817 0.004 -0.001 0.007
H -4.750595 4.361179 -4.424955 0.000 0.001 -0.001
H -3.226516 2.443501 -4.915736 0.005 -0.005 0.004
H -1.885841 1.445317 -3.172362 0.000 -0.004 -0.015
F -1.191218 -3.993965 -0.901958 0.028 0.013 0.003
C 0.092160 -3.860166 -0.514168 -0.026 -0.017 -0.006
F 0.747380 -3.238347 -1.503736 0.028 0.020 -0.006
F 0.607106 -5.102020 -0.426634 -0.009 0.007 0.003
C 0.162583 -3.096117 0.841994 -0.133 0.016 0.044
O 0.176295 -3.780706 1.856099 0.016 -0.004 0.009
O 0.129350 -1.839555 0.746500 0.168 -0.047 -0.097
```
Positions in Å, forces in eV/Å.

Output
Total energy ... -7571.2822 a.u.
Energy above the lowest of the compared OMol25 structures with the same formula, charge and spin ... 30.99 kcal/mol
Spin multiplicity ... 4
Total charge ... -2
Highest occupied orbital energy (spin up / spin down) ... 0.0 / -0.3 eV
Gap between HOMO and LUMO (spin up / spin down) ... 3.946 / 4.210 eV